Density functional theory data (ωB97M-V/def2-TZVPD) for 3 unconnected molecules or ions with the total composition C5H12O3 at a distorted geometry.

The geometry in ORCA input format:
```
! wB97M-V def2-TZVPD RIJCOSX def2/J DEFGRID3
* xyz 0 1
C 0.801 -0.068 -2.251
C 0.554 -0.255 -0.954
C -0.514 0.542 -0.331
C -0.666 0.636 0.999
O 0.319 0.091 1.768
C -1.814 1.366 1.641
H 1.488 -0.659 -2.840
H 0.291 0.666 -2.873
H 0.950 -1.110 -0.419
H -1.138 1.156 -0.966
H 0.168 0.188 2.715
H -1.705 1.404 2.728
H -2.766 0.862 1.496
H -1.793 2.371 1.234
H 2.371 0.228 0.425
H 3.494 -0.523 -0.344
O 3.293 0.287 0.148
H -2.231 -1.396 -1.594
H -1.598 -1.953 -0.328
O -2.068 -2.223 -1.121
*
```

Results
HOMO energy	-8.350	eV
energy above the lowest of the compared OMol25 structures with the same formula, charge and spin	203.9	kJ/mol
lowest unoccupied orbital energy	0.44	eV
orbital gap	8.79	eV
SMILES	C=C/C=C(/C)O.O.O